This record from OMol25 describes C2H2Br5OPS as an isolated structure at a distorted geometry. The level of theory is ωB97M-V/def2-TZVPD.

Calculated values
Multiplicity: 1
Net charge: 0
Kohn-Sham gap in Ha: 0.299
Relative energy (zero: lowest compared OMol25 entry of this formula, charge and spin) in kJ/mol: 0.0
HOMO energy in eV: -9.75

Positions of all 12 atoms, in Å:
C -0.04 0.56 -0.45
C 0.12 1.98 -0.89
O -1.67 -1.91 0.48
P -0.34 -1.95 1.08
S 1.00 0.08 0.95
Br 0.35 -0.69 -1.91
Br -0.53 3.06 0.57
Br 1.97 2.24 -1.15
Br 0.87 -3.57 0.35
Br -0.38 -2.32 3.27
H -1.12 0.42 -0.45
H -0.25 2.11 -1.85

Now the natural (NBO) charges, all in e: -0.48 -0.38 -1.04 1.41 0.05 0.02 0.09 0.07 -0.11 -0.15 0.26 0.24

This record from OMol25 describes one molecule with the formula C2H2BrCl2NO at a distorted geometry. The level of theory is ωB97M-V/def2-TZVPD.

Calculated values
Multiplicity: 1
Net charge: 0
Kohn-Sham gap in Ha: 0.357
Relative energy (zero: lowest compared OMol25 entry of this formula, charge and spin) in kJ/mol: 121.0
SMILES: O=CN(Br)C(Cl)Cl
HOMO energy in eV: -9.95

Positions of all 9 atoms, in Å:
C -1.16 0.94 -0.06
C 0.49 -1.09 0.09
N 0.14 0.47 -0.01
O -2.10 0.38 -0.53
Cl 1.43 -1.40 1.46
Cl 1.28 -1.36 -1.46
Br 1.53 1.66 0.31
H -1.19 2.12 0.12
H -0.42 -1.72 0.08

Now the natural (NBO) charges, all in e: 0.53 -0.13 -0.57 -0.56 0.07 0.01 0.26 0.12 0.26

This record from OMol25 describes one molecule with the formula C2H2BrClF2 at a distorted geometry. The level of theory is ωB97M-V/def2-TZVPD.

Calculated values
Multiplicity: 1
Net charge: 0
Kohn-Sham gap in Ha: 0.420
Relative energy (zero: lowest compared OMol25 entry of this formula, charge and spin) in kJ/mol: 0.0
SMILES: FC[C@@](F)(Cl)Br
HOMO energy in eV: -11.07

Positions of all 8 atoms, in Å:
C 0.44 0.10 -0.77
C -0.33 -0.22 0.60
F 1.66 0.63 -0.50
F 0.44 -1.17 1.29
Cl -0.39 1.31 1.60
Br -2.13 -0.89 0.37
H -0.29 0.89 -1.08
H 0.61 -0.66 -1.52

Now the natural (NBO) charges, all in e: 0.00 0.23 -0.34 -0.35 -0.01 0.08 0.18 0.21

This record from OMol25 describes one molecule with the formula C2H2BrF at a distorted geometry. The level of theory is ωB97M-V/def2-TZVPD.

Calculated values
Multiplicity: 1
Net charge: 0
Kohn-Sham gap in Ha: 0.370
Relative energy (zero: lowest compared OMol25 entry of this formula, charge and spin) in kJ/mol: 18.9
SMILES: C=C(F)Br
HOMO energy in eV: -9.27

Positions of all 6 atoms, in Å:
C 0.11 0.02 0.41
C 0.52 0.10 1.77
F 0.19 1.22 2.37
Br 1.24 -1.25 2.75
H 0.25 -0.85 -0.26
H -0.34 0.92 0.08

Now the natural (NBO) charges, all in e: -0.50 0.25 -0.31 0.12 0.23 0.21

This record from OMol25 describes a 2-piece molecular cluster, C2H2BrFO overall at a distorted geometry. The level of theory is ωB97M-V/def2-TZVPD.

Calculated values
Multiplicity: 1
Net charge: 0
Kohn-Sham gap in Ha: 0.346
Relative energy (zero: lowest compared OMol25 entry of this formula, charge and spin) in kJ/mol: 94.6
SMILES: O=C=CF.Br
HOMO energy in eV: -9.87

Positions of all 7 atoms, in Å:
C -0.35 -0.56 -0.25
C -0.26 0.71 -0.37
O -0.32 -1.70 -0.03
F -1.08 1.62 0.32
Br 3.28 -0.49 0.66
H 1.94 -0.20 1.07
H 0.46 1.20 -1.03

Now the natural (NBO) charges, all in e: 0.61 -0.11 -0.40 -0.32 -0.21 0.20 0.23

This record from OMol25 describes one molecule with the formula C2H2BrFO at a distorted geometry. The level of theory is ωB97M-V/def2-TZVPD.

Calculated values
Multiplicity: 3
Net charge: 0
Kohn-Sham gap (alpha / beta) in Ha: 0.255 / 0.277
Relative energy (zero: lowest compared OMol25 entry of this formula, charge and spin) in kJ/mol: 286.5
HOMO energy (alpha / beta) in eV: -6.18 / -10.14

Positions of all 7 atoms, in Å:
C -0.81 -0.83 -0.32
C 0.34 -0.15 -0.07
O 0.20 1.41 0.05
F 1.61 -0.43 -0.14
Br 1.24 2.10 1.20
H -0.82 -1.88 -0.22
H -1.77 -0.22 -0.52

Now the natural (NBO) charges, all in e: -0.53 0.63 -0.63 -0.28 0.33 0.22 0.26

This record from OMol25 describes one molecule with the formula C2H2BrN at a distorted geometry. The level of theory is ωB97M-V/def2-TZVPD.

Calculated values
Multiplicity: 1
Net charge: 0
Kohn-Sham gap in Ha: 0.368
Relative energy (zero: lowest compared OMol25 entry of this formula, charge and spin) in kJ/mol: 230.1
SMILES: Br[C@H]1C=N1
HOMO energy in eV: -9.30

Positions of all 6 atoms, in Å:
C 0.25 -0.52 0.59
C -0.97 -0.33 -0.49
N -0.16 -1.48 -0.13
Br -2.75 -0.02 0.03
H 0.73 -0.31 1.52
H -0.58 -0.01 -1.38

Now the natural (NBO) charges, all in e: 0.07 -0.22 -0.35 0.07 0.23 0.20

This record from OMol25 describes a 2-piece molecular cluster, C2H2BrN overall at a distorted geometry. The level of theory is ωB97M-V/def2-TZVPD.

Calculated values
Multiplicity: 1
Net charge: 0
Kohn-Sham gap in Ha: 0.339
Relative energy (zero: lowest compared OMol25 entry of this formula, charge and spin) in kJ/mol: 286.6
HOMO energy in eV: -10.35

Positions of all 6 atoms, in Å:
C -0.25 -1.04 -0.03
C 0.10 0.29 -0.19
N -0.66 -2.12 0.03
Br 1.97 0.95 0.07
H -0.33 0.89 -1.07
H -0.83 1.03 1.19

Now the natural (NBO) charges, all in e: 0.16 -0.47 -0.24 0.08 0.28 0.20

This record from OMol25 describes one molecule with the formula C2H2BrN3 at a distorted geometry. The level of theory is ωB97M-V/def2-TZVPD.

Calculated values
Multiplicity: 1
Net charge: 0
Kohn-Sham gap (alpha / beta) in Ha: 0.293 / 0.293
Relative energy (zero: lowest compared OMol25 entry of this formula, charge and spin) in kJ/mol: 215.9
SMILES: N#C/N=C(/N)Br
HOMO energy (alpha / beta) in eV: -8.79 / -8.79

Positions of all 8 atoms, in Å:
C -0.30 1.03 -3.52
C -0.75 0.30 -1.21
N -0.69 1.29 -4.56
N 0.27 0.68 -2.44
N -0.22 -0.09 -0.08
Br -2.52 -0.02 -1.47
H 0.74 -0.26 0.04
H -0.69 0.07 0.79

Now the natural (NBO) charges, all in e: 0.35 0.34 -0.41 -0.57 -0.76 0.20 0.43 0.41

This record from OMol25 describes one molecule with the formula C2H2BrN3O at a distorted geometry. The level of theory is ωB97M-V/def2-TZVPD.

Calculated values
Multiplicity: 1
Net charge: 0
Kohn-Sham gap in Ha: 0.324
Relative energy (zero: lowest compared OMol25 entry of this formula, charge and spin) in kJ/mol: 28.0
SMILES: O=C1CN(Br)N=N1
HOMO energy in eV: -9.82

Positions of all 9 atoms, in Å:
C 1.16 0.72 0.01
C 0.26 -0.79 0.02
N 0.14 1.64 -0.02
N -0.98 1.13 -0.07
N -1.04 -0.13 0.07
O 2.32 0.95 0.04
Br -2.72 -1.03 -0.10
H 0.45 -1.33 -0.95
H 0.43 -1.16 1.02

Now the natural (NBO) charges, all in e: 0.66 -0.42 -0.35 0.08 -0.24 -0.49 0.26 0.25 0.24

This record from OMol25 describes C2H2BrO2S as an isolated structure at a distorted geometry. The level of theory is ωB97M-V/def2-TZVPD.

Calculated values
Multiplicity: 1
Net charge: -1
Kohn-Sham gap (alpha / beta) in Ha: 0.281 / 0.240
Relative energy (zero: lowest compared OMol25 entry of this formula, charge and spin) in kJ/mol: 328.7
HOMO energy (alpha / beta) in eV: -4.20 / -3.10

Positions of all 8 atoms, in Å:
C -0.11 -0.69 -0.27
C 0.61 0.50 0.11
O -1.37 -0.62 -0.75
O 0.48 -1.75 -0.13
S 0.29 2.04 -0.38
Br 2.46 0.26 0.56
H -0.64 0.01 1.72
H -1.72 0.25 -0.86

Now the natural (NBO) charges, all in e: 0.66 -0.43 -0.70 -0.64 -0.24 0.00 -0.16 0.50

This record from OMol25 describes a 2-piece molecular cluster, C2H2BrO3 overall at a distorted geometry. The level of theory is ωB97M-V/def2-TZVPD.

Calculated values
Multiplicity: 1
Net charge: -1
Kohn-Sham gap in Ha: 0.213
Relative energy (zero: lowest compared OMol25 entry of this formula, charge and spin) in kJ/mol: 247.1
HOMO energy in eV: -2.68

Positions of all 8 atoms, in Å:
C -1.76 -1.36 0.36
C 1.66 0.87 -0.47
O -2.35 -0.63 -0.31
O -1.34 -2.21 0.98
O 0.62 -0.02 -0.52
Br 0.99 2.68 0.80
H 2.17 0.39 0.46
H 0.03 0.29 -1.29

Now the natural (NBO) charges, all in e: 1.05 -0.17 -0.54 -0.51 -0.77 -0.58 0.07 0.46

This record from OMol25 describes an isolated ion of composition C2H2BrO5S and charge -1. The level of theory is ωB97M-V/def2-TZVPD.

Calculated values
Multiplicity: 1
Net charge: -1
Kohn-Sham gap in Ha: 0.316
SMILES: O=C(Br)COS(=O)(=O)[O-]
HOMO energy in eV: -5.65

Positions of all 11 atoms, in Å:
O 2.52 0.00 1.11
C 1.88 -0.19 0.14
Br 2.56 -1.45 -1.22
C 0.58 0.50 -0.21
O -0.34 0.26 0.81
S -1.86 -0.15 0.29
O -2.44 -0.61 1.53
O -2.37 1.10 -0.23
O -1.58 -1.16 -0.73
H 0.24 0.13 -1.18
H 0.81 1.56 -0.32

Now the natural (NBO) charges, all in e: -0.49 0.57 -0.13 -0.18 -0.72 2.56 -0.99 -1.02 -1.02 0.23 0.19

This record from OMol25 describes C2H2Cl2O2S as an isolated structure at a distorted geometry. The level of theory is ωB97M-V/def2-TZVPD.

Calculated values
Multiplicity: 1
Net charge: 0
Kohn-Sham gap in Ha: 0.295
Relative energy (zero: lowest compared OMol25 entry of this formula, charge and spin) in kJ/mol: 484.6
HOMO energy in eV: -8.64

Positions of all 9 atoms, in Å:
C 1.71 0.50 0.66
C -1.02 -1.29 -1.13
O -2.00 -0.34 -1.70
O 1.37 0.90 -0.39
S -0.78 0.42 -1.00
Cl -1.62 -1.92 0.39
Cl -1.40 1.25 0.79
H 2.78 0.20 0.99
H 0.96 0.27 1.39

Now the natural (NBO) charges, all in e: 0.32 -0.24 -0.64 -0.52 1.08 -0.06 -0.19 0.12 0.12